Entry from OMol25: C61H46BrN6O3TeTl as an isolated structure at a distorted geometry (wB97M-V/def2-TZVPD).

## Properties
LUMO energy (spin up / spin down), eV: 3.2125 / 3.2033
Net charge: -2
Energy above the lowest of the compared OMol25 structures with the same formula, charge and spin, kcal per mole: 0.0
HOMO energy (spin up / spin down), eV: -1.51 / -1.51
HOMO-LUMO gap (spin up / spin down), eV: 4.72 / 4.71

```
119
C61H46BrN6O3TeTl | OMol25 | wB97M-V/def2-TZVPD
Tl 13.010 16.589 14.395
C 19.881 18.572 9.510
C 20.008 18.863 10.895
C 18.896 18.633 11.699
C 17.774 17.960 11.224
C 17.750 17.467 9.888
C 18.829 17.796 9.027
C 16.560 17.888 12.113
C 15.273 17.517 11.515
C 14.893 18.164 10.263
C 13.658 17.676 9.878
C 13.337 16.716 10.928
N 14.302 16.647 11.891
C 12.155 15.945 10.950
C 12.029 14.747 11.696
C 11.012 13.731 11.354
C 11.073 12.781 12.318
C 12.132 13.192 13.248
C 12.569 12.498 14.352
C 12.012 11.185 14.561
C 12.963 10.173 14.762
C 12.581 8.882 15.153
C 11.199 8.582 15.271
C 10.234 9.638 15.174
C 10.635 10.854 14.649
C 13.650 12.922 15.177
N 14.324 14.106 14.953
C 15.123 14.255 16.082
C 16.163 15.229 16.223
C 16.865 15.312 17.519
C 18.235 15.353 17.667
C 18.816 15.233 18.974
C 18.058 15.153 20.131
C 16.676 15.280 19.976
C 16.100 15.268 18.754
C 16.627 16.167 15.286
C 17.615 17.260 15.564
C 17.815 17.920 14.384
C 16.803 17.391 13.411
N 16.148 16.358 14.016
C 14.776 13.291 17.064
C 13.884 12.436 16.510
N 12.656 14.392 12.842
C 11.087 16.422 10.058
C 10.142 17.310 10.571
C 9.107 17.789 9.789
C 9.090 17.515 8.435
C 10.048 16.656 7.893
C 11.003 16.065 8.690
H 20.544 19.032 8.804
H 20.898 19.402 11.280
H 18.897 19.118 12.659
H 16.910 16.891 9.554
H 18.867 17.440 8.009
H 15.473 18.941 9.818
H 13.031 17.857 9.044
H 10.364 13.634 10.492
H 10.546 11.860 12.376
H 13.984 10.464 14.639
H 13.325 8.139 15.423
H 10.850 7.587 15.648
H 9.172 9.447 15.466
H 9.853 11.615 14.377
H 18.894 15.421 16.788
H 19.906 15.172 19.119
H 18.521 15.007 21.104
H 15.993 15.231 20.892
H 15.004 15.385 18.687
H 18.110 17.492 16.445
H 18.548 18.665 14.282
H 15.182 13.296 18.063
H 13.449 11.565 16.937
H 10.169 17.539 11.607
H 8.309 18.391 10.259
H 8.432 17.954 7.729
H 9.990 16.398 6.844
H 11.640 15.360 8.223
Te 15.863 20.223 12.800
Br 16.424 22.070 19.517
C 15.209 20.733 19.024
C 14.475 20.970 17.875
C 13.517 20.033 17.452
C 13.379 18.812 18.134
C 13.984 18.674 19.399
C 15.064 19.515 19.732
C 12.657 17.673 17.463
O 12.785 16.492 17.935
O 12.084 17.941 16.369
H 14.587 21.905 17.325
H 12.841 20.293 16.636
H 13.874 17.783 19.979
H 15.752 19.220 20.587
C 8.631 21.795 20.186
C 9.368 20.752 19.468
N 8.923 20.676 18.076
C 7.694 19.928 17.729
C 6.534 20.807 17.388
C 9.567 21.460 17.137
O 10.166 22.487 17.435
C 9.603 20.951 15.716
C 9.466 21.881 14.657
C 9.642 21.472 13.356
C 9.910 20.129 13.118
N 9.978 19.203 14.091
C 9.862 19.613 15.350
H 9.010 21.930 21.225
H 7.610 21.474 20.296
H 8.752 22.801 19.697
H 9.171 19.780 19.971
H 10.425 20.969 19.408
H 7.409 19.220 18.567
H 7.880 19.309 16.835
H 5.808 20.955 18.212
H 5.932 20.444 16.581
H 6.838 21.843 17.190
H 9.214 22.882 14.958
H 9.570 22.188 12.513
H 9.926 19.752 12.108
H 10.098 18.874 16.152
```